Entry 1:
DFT (ωB97M-V with the def2-TZVPD basis set) results for 3 unconnected molecules or ions with the total composition C32H25BrClO4P.

E = -4911.0307 Ha
gap between HOMO and LUMO = 8.207 eV
max |F| = 0.7 eV/Å
HOMO energy = -9.38 eV
2S+1 = 1
E_LUMO = -1.2 eV
total charge = 0

Geometry as XYZ:
```
64
C32H25BrClO4P | the OMol25 dataset | ωB97M-V with the def2-TZVPD basis set
O 0.958 -1.635 -0.267
C 0.843 -2.678 -0.878
C 1.971 -3.262 -1.653
C 3.193 -2.604 -1.669
C 4.258 -3.148 -2.366
C 4.105 -4.351 -3.046
C 2.887 -5.007 -3.039
C 1.813 -4.466 -2.346
C 0.502 -5.185 -2.365
O 0.358 -6.203 -3.005
C -0.621 -4.602 -1.574
C -1.847 -5.252 -1.543
C -2.892 -4.724 -0.804
C -2.717 -3.542 -0.091
C -1.500 -2.890 -0.122
C -0.449 -3.415 -0.860
H 3.300 -1.672 -1.132
H 5.211 -2.636 -2.378
H 4.942 -4.778 -3.582
H 2.756 -5.941 -3.567
H -1.972 -6.169 -2.102
H -3.847 -5.232 -0.782
H -3.530 -3.123 0.490
H -1.351 -1.969 0.421
O 1.346 6.065 -2.086
C 1.186 5.191 -1.262
C 0.918 5.523 0.169
C 0.830 6.857 0.545
C 0.553 7.186 1.860
C 0.362 6.185 2.806
C 0.459 4.854 2.439
C 0.741 4.518 1.122
C 0.855 3.076 0.752
O 0.734 2.206 1.589
C 1.107 2.744 -0.680
C 1.184 1.410 -1.056
C 1.378 1.080 -2.385
C 1.501 2.080 -3.344
C 1.440 3.412 -2.972
C 1.244 3.750 -1.641
H 0.976 7.625 -0.201
H 0.483 8.225 2.151
H 0.139 6.445 3.832
H 0.319 4.067 3.166
H 1.097 0.636 -0.308
H 1.435 0.039 -2.675
H 1.648 1.819 -4.383
H 1.539 4.198 -3.707
C -0.446 -0.567 3.392
C -1.728 0.250 3.402
C -2.906 -0.452 2.673
C -3.297 0.217 1.351
P -4.219 -0.640 3.976
Cl -5.862 0.287 3.151
Br -4.747 -2.799 3.605
H 0.037 -0.517 2.426
H -0.665 -1.612 3.598
H 0.250 -0.220 4.145
H -1.543 1.210 2.936
H -1.993 0.445 4.439
H -2.577 -1.453 2.441
H -2.881 1.214 1.277
H -2.901 -0.354 0.518
H -4.364 0.283 1.198
```

Atomic partial charges in e from the Löwdin method, atoms 1 to 5: 0.0857, -0.2658, -0.0826, -0.0052, -0.0547

Entry 2:
DFT (ωB97M-V with the def2-TZVPD basis set) results for a molecular structure, C32H25N4O2RbS.

E = -2026.0258 Ha
gap between HOMO and LUMO = 4.352 eV
max |F| = 3.1 eV/Å
HOMO energy = -0.46 eV
2S+1 = 1
E_LUMO = 3.9 eV
total charge = -2

Geometry as XYZ:
```
65
C32H25N4O2RbS | the OMol25 dataset | ωB97M-V with the def2-TZVPD basis set
Rb -0.962 1.995 -1.619
S -6.353 0.728 -1.159
C -5.823 -0.257 -2.489
C -4.537 -0.048 -2.762
C -3.830 0.924 -2.062
C -4.704 1.457 -1.113
C -4.394 2.439 -0.031
C -5.480 2.965 0.716
C -5.226 3.890 1.727
C -3.868 4.305 1.881
C -2.880 3.816 1.037
N -3.124 2.888 0.118
H -6.461 -0.946 -3.003
H -4.115 -0.635 -3.547
H -6.505 2.601 0.565
H -6.012 4.478 2.283
H -3.590 5.097 2.625
H -1.878 4.190 1.234
C 6.399 -2.283 2.697
O 5.702 -2.652 3.927
C 4.504 -3.270 3.718
C 3.295 -2.739 4.099
C 2.089 -3.328 3.730
C 2.032 -4.528 3.008
C 3.246 -5.136 2.665
C 4.453 -4.449 2.945
N 0.850 -5.192 2.633
N -0.162 -4.451 2.203
C 0.010 -3.170 1.791
C 1.244 -2.712 1.249
C 1.412 -1.417 0.803
C 0.297 -0.462 0.756
O 0.410 0.700 0.306
C -1.045 -1.066 1.093
N -2.094 -0.247 0.925
C -3.349 -0.665 1.220
C -3.572 -1.899 1.744
C -2.492 -2.711 2.003
C -1.159 -2.359 1.619
H 6.866 -1.307 2.786
H 5.663 -2.358 1.923
H 7.078 -3.099 2.520
H 3.297 -1.892 4.781
H 1.178 -2.829 4.043
H 3.218 -6.103 2.210
H 5.421 -4.837 2.606
H 2.097 -3.367 1.142
H 2.392 -1.187 0.330
H -4.196 -0.049 0.886
H -4.530 -2.208 2.087
H -2.674 -3.717 2.413
C 0.029 3.904 -4.285
C 1.359 3.614 -4.569
C 1.931 2.301 -4.588
C 3.232 1.924 -4.940
C 4.115 2.902 -5.354
C 3.645 4.250 -5.220
C 2.331 4.591 -4.826
H -0.742 3.058 -4.238
H -0.467 4.891 -4.429
H 1.175 1.609 -4.208
H 3.540 0.769 -4.838
H 5.197 2.704 -5.474
H 4.464 4.985 -5.277
H 2.054 5.605 -5.020
```

Atomic partial charges in e from the Löwdin method, atoms 1 to 5: 0.8334, 0.8770, -0.4663, -0.3227, -0.2075

Entry 3:
DFT (ωB97M-V with the def2-TZVPD basis set) results for a molecular structure, C32H25N7O3ReS2.

E = -2718.1343 Ha
gap between HOMO and LUMO (spin up / spin down) = 7.016 / 6.982 eV
max |F| = 1.0 eV/Å
HOMO energy (spin up / spin down) = -7.71 / -7.42 eV
2S+1 = 2
E_LUMO (spin up / spin down) = -0.7 / -0.4 eV
total charge = 0

Geometry as XYZ:
```
70
C32H25N7O3ReS2 | the OMol25 dataset | ωB97M-V with the def2-TZVPD basis set
Re 0.846 1.775 1.047
N 4.430 3.847 2.331
C 3.442 2.927 2.189
S 1.789 3.532 2.299
N 3.772 1.702 1.923
N 2.607 0.920 1.841
C 2.655 -0.211 2.441
C 1.438 -0.932 2.775
C 1.500 -2.294 3.107
C 0.390 -2.970 3.559
C -0.807 -2.265 3.731
C -0.882 -0.918 3.456
C 0.233 -0.230 2.960
O 0.100 1.077 2.707
H 4.202 4.776 2.631
H 5.378 3.524 2.408
H 3.618 -0.550 2.817
H 2.449 -2.808 3.000
H 0.445 -4.024 3.794
H -1.689 -2.782 4.088
H -1.802 -0.364 3.587
O 1.686 2.653 -0.453
C 1.494 3.940 -0.771
C 2.576 4.649 -1.303
C 2.434 5.972 -1.654
C 1.204 6.624 -1.509
C 0.129 5.926 -1.012
C 0.256 4.585 -0.614
C -0.928 3.864 -0.211
N -0.880 2.706 0.342
N -2.085 1.990 0.393
C -1.762 0.725 0.392
O -0.537 0.300 0.375
C -2.839 -0.297 0.413
C -2.508 -1.641 0.277
C -3.505 -2.605 0.288
C -4.832 -2.231 0.440
C -5.164 -0.889 0.577
C -4.171 0.077 0.562
H 3.518 4.127 -1.411
H 3.283 6.511 -2.055
H 1.097 7.661 -1.796
H -0.838 6.404 -0.912
H -1.912 4.249 -0.471
H -1.466 -1.916 0.167
H -3.249 -3.649 0.168
H -5.610 -2.984 0.443
H -6.199 -0.593 0.696
H -4.414 1.126 0.665
S 0.995 -3.331 -4.139
C 1.305 -2.051 -2.936
C 0.926 -0.738 -3.179
C 1.142 0.210 -2.193
N 1.677 -0.073 -1.007
C 2.068 -1.325 -0.797
C 1.920 -2.341 -1.729
C -0.396 -4.101 -3.325
C -0.208 -5.038 -2.319
C -1.321 -5.614 -1.730
N -2.575 -5.329 -2.078
C -2.743 -4.432 -3.045
C -1.695 -3.795 -3.699
H 0.459 -0.462 -4.114
H 0.843 1.239 -2.347
H 2.511 -1.538 0.167
H 2.262 -3.342 -1.503
H 0.788 -5.323 -2.006
H -1.196 -6.351 -0.944
H -3.767 -4.205 -3.317
H -1.890 -3.072 -4.479
```

Atomic partial charges in e from the Löwdin method, atoms 1 to 5: 1.4653, 0.0735, -0.8059, 0.7071, 0.0186

- What is the total charge in the second record?
  -2

- Which value of E does entry 3 give?
  -2718.1343 Ha